Entry from the OMol25 dataset: a cluster of 2 separate species, C6H8O3 in total at a distorted geometry (wB97M-V/def2-TZVPD).

```
17
Properties=species:S:1:pos:R:3:forces:R:3
C 0.6769 -2.0261 0.7546 1.0034 0.4172 2.0629
C 0.7693 -0.6685 0.1253 0.0356 0.9558 1.0813
C 0.6424 0.5283 0.9668 -0.2892 -0.6119 1.0526
C 0.8572 1.5987 0.2080 0.1194 0.5106 0.9965
O 1.1697 1.2027 -1.0049 0.2101 0.1580 -3.2974
C 1.0478 -0.1204 -1.0809 0.1473 -1.9961 -0.9131
O 1.2253 -0.7305 -2.3111 -0.2068 1.4523 0.6722
H -0.2898 -2.4312 0.8184 -1.7015 -0.3754 -0.5493
H 0.8341 -1.8178 1.8950 0.4369 -0.7195 -1.9921
H 1.3002 -2.8558 0.3777 0.1231 0.8029 0.1666
H 0.3217 0.6148 2.0028 0.2312 -0.4440 -0.1939
H 0.8090 2.6550 0.3104 0.0119 0.4681 0.4481
H 0.9595 -0.0802 -3.0002 0.2745 -0.6041 0.6021
C -2.5660 1.0815 0.0020 1.1286 -2.1818 2.8249
O -2.8957 1.3372 -1.0897 -0.3788 1.0708 -2.9832
H -1.4654 0.7475 0.2664 -1.9861 0.8468 -0.2135
H -3.3964 0.9649 0.7595 0.8404 0.2504 0.2354
```
Forces are in eV/Å.

As for the gap between HOMO and LUMO: 9.23 eV. The HOMO energy comes out at -8.5 eV. The molar mass is 128.13 g mol⁻¹. The LUMO energy is 0.0275 Ha. Its energy above the lowest of the compared OMol25 structures with the same formula, charge and spin is 246.6 kJ/mol. The calculation puts the total energy at -12491.5571 eV.

Entry from the OMol25 dataset: an isolated molecule of C6H8O3S4 at a distorted geometry (wB97M-V/def2-TZVPD).

```
21
Properties=species:S:1:pos:R:3:forces:R:3
C 0.0654 -1.2552 -1.7300 -0.0416 0.0054 2.4542
C -1.0029 1.7123 1.3720 0.3675 0.1761 0.8375
C -0.2868 -1.3482 -0.3079 -1.4016 -0.5399 -0.4252
C -0.9092 0.3475 1.3331 -1.2618 -0.9848 3.5861
C 0.6274 -0.0990 -2.1565 1.2258 1.1695 -2.4173
C 2.0119 0.7016 -0.2169 -3.1787 -2.4687 0.5696
O -0.4857 -0.1882 0.2311 0.9002 -2.8425 -3.1565
O -0.7094 -2.5738 0.2326 1.8779 2.6198 -3.9958
O 1.3462 0.8360 -1.4865 -0.7581 -0.6284 -1.7957
S -0.4133 -2.6643 -2.6482 1.1077 0.4978 -2.1417
S -1.3661 2.3209 2.9991 -0.1889 -0.1947 0.0044
S -1.2519 -0.8507 2.7150 4.4438 0.7236 -1.1329
S -0.6483 2.7730 0.1365 -0.1925 0.1564 -0.1915
H 1.8341 -0.4303 0.0945 0.7409 2.6092 0.0895
H 1.6200 1.5204 0.4363 -0.1302 -1.1009 -0.2105
H 3.0096 0.8892 -0.3747 2.3784 0.2429 -0.5909
H -0.8141 -2.3438 1.1158 -0.9701 0.1835 3.6268
H 0.4194 -2.3279 -3.7589 -1.1177 -0.6243 1.4161
H -1.1684 3.5384 2.5294 -0.0776 0.6992 0.1738
H -2.4581 -0.6618 2.8357 -4.0789 0.5503 0.2019
H 0.5801 0.1041 -3.3516 0.3556 -0.2495 3.0979
```
Forces are in eV/Å.

As for the gap between HOMO and LUMO (spin up / spin down): 6.15 / 6.16 eV. The HOMO energy (spin up / spin down) comes out at -7.3 / -7.3 eV. The molar mass is 256.40 g mol⁻¹. The LUMO energy (spin up / spin down) is -0.0424 / -0.0423 Ha. Its energy above the lowest of the compared OMol25 structures with the same formula, charge and spin is 330.4 kJ/mol. The calculation puts the total energy at -55829.5730 eV.

Entry from the OMol25 dataset: a structure of composition C6H8O4 at a distorted geometry (wB97M-V/def2-TZVPD).

```
18
Properties=species:S:1:pos:R:3:forces:R:3
O -2.9825 -1.3220 0.7031 0.6422 -0.0121 0.2408
C -1.8660 -1.4185 1.1587 -0.7338 0.0524 -0.2001
C -0.7066 -0.6157 0.6787 -0.1083 -0.1196 0.7984
C -0.7631 0.5353 -0.3704 0.2144 -0.4686 -0.5140
C 0.6163 0.8288 0.2409 0.5712 -0.4270 0.6412
C 0.0316 0.4214 1.6043 -0.1539 0.0840 0.3360
O 1.4228 -0.4261 -0.0295 -0.0180 1.6487 -0.1576
C 0.5044 -1.3828 0.1501 -0.5512 -0.3706 -2.4116
O 0.5888 -2.4531 -0.4021 -0.1772 0.2374 1.4588
H -1.6541 -2.1087 2.0016 0.0184 0.0384 -0.1295
H -0.8184 0.2683 -1.4319 0.0760 0.0022 0.2595
H -1.5288 1.2796 -0.1265 0.2753 -0.1720 0.0629
H 1.2145 1.7206 0.0443 -0.0468 -0.4459 0.0040
H -0.6585 1.1567 2.0312 0.0980 -0.1371 -0.1622
H 0.7178 0.0442 2.3708 -0.0886 0.0649 -0.2664
O 2.1640 1.2661 -2.5543 -0.5506 -1.5694 -0.2929
H 1.8645 0.3483 -2.8242 0.5649 1.6691 0.4694
H 1.8531 1.8575 -3.2448 -0.0319 -0.0746 -0.1366
```
Forces are in eV/Å.

As for the gap between HOMO and LUMO: 10.80 eV. The HOMO energy comes out at -10.3 eV. The molar mass is 144.13 g mol⁻¹. The LUMO energy is 0.0199 Ha. Its energy above the lowest of the compared OMol25 structures with the same formula, charge and spin is 195.6 kJ/mol. The calculation puts the total energy at -14539.9582 eV.

Entry from the OMol25 dataset: a structure of composition C6H8O5SY at a distorted geometry (wB97M-V/def2-TZVPD).

```
21
Properties=species:S:1:pos:R:3:forces:R:3
Y 0.0247 -0.0938 -1.2151 0.1490 -1.6484 1.9368
C -0.0201 1.9783 -2.4228 0.7352 6.0159 -3.2374
O 0.0896 2.9642 -3.0109 -0.5994 -4.4627 2.6369
C 0.0430 -0.5852 -3.8405 0.0844 0.0313 -3.2218
O 0.1274 -0.5217 -4.9685 -0.2276 -0.2818 2.7472
C -2.2152 0.2478 -2.0703 -7.0162 2.0340 -2.3135
O -3.2533 0.5875 -2.4647 5.3952 -1.8605 1.9852
C 2.1700 0.1146 -2.2116 6.3674 1.7932 -2.7335
O 3.1642 0.4254 -2.7082 -4.5303 -1.5574 2.2587
H 0.0571 -3.8877 -0.5653 0.0109 0.0665 -0.4783
H 0.0804 -3.9221 -1.3271 -0.0141 0.0954 0.4600
C -0.7733 1.3633 2.7837 0.3076 0.4913 -0.0473
S 0.8060 0.7453 2.2043 -0.5397 0.0978 1.1550
C 0.5808 -0.8819 2.9634 0.1355 -0.1849 -0.2645
O 0.5964 0.5681 0.6458 -0.6976 -0.9401 -0.9974
H -0.5005 1.5127 3.8344 -0.4906 0.2850 0.1106
H -1.5961 0.6498 2.6898 0.3194 -0.0686 -0.0354
H -1.0249 2.3068 2.2936 0.2440 0.0396 0.2776
H -0.4836 -1.1154 3.0158 0.1586 -0.0850 -0.1234
H 1.1420 -1.6188 2.3915 0.1197 -0.0339 0.0992
H 0.9855 -0.8373 3.9829 0.0887 0.1735 -0.2149
```
Forces are in eV/Å.

As for the gap between HOMO and LUMO: 7.93 eV. The HOMO energy comes out at -22.0 eV. Its charge is +3. The molar mass is 281.10 g mol⁻¹. The LUMO energy is -0.5182 Ha. Its energy above the lowest of the compared OMol25 structures with the same formula, charge and spin is 60.3 kJ/mol. The calculation puts the total energy at -28434.8241 eV.

Entry from the OMol25 dataset: an isolated molecule of C6H8O6 at a distorted geometry (wB97M-V/def2-TZVPD).

```
20
Properties=species:S:1:pos:R:3:forces:R:3
O -0.5827 0.6158 -3.1810 -0.4396 -1.3249 5.1128
C -0.3804 0.0803 -2.0551 -0.1168 0.2500 -5.7683
O -1.1466 -0.0561 -0.9453 -3.2732 4.4334 -8.4897
C -0.5977 -0.6493 0.0279 3.7999 -1.7299 5.0583
C -1.0569 0.1228 1.2704 5.4798 -3.8322 0.7109
O 0.0846 -0.2478 2.2130 -2.9945 3.1766 1.0097
C -0.8074 1.5207 1.1580 11.7881 -2.7683 1.1753
O 0.1747 1.9727 0.1934 0.9149 -1.0331 1.8328
C 1.0300 -0.8266 -0.2789 -8.4413 13.1138 -6.2286
O 1.4294 -1.8212 0.1516 9.4312 -16.7049 3.7407
C 0.8765 -0.7186 -1.8518 7.4880 0.4947 -1.1451
O 1.9280 -0.9630 -2.6512 -6.7633 0.9379 4.2481
H -0.8390 -1.6561 0.0401 -1.0936 -2.3525 0.5234
H -2.0543 -0.0870 1.5899 -0.5034 -0.5268 0.5934
H 0.3944 -1.0826 2.0518 0.9772 -3.5310 -0.5431
H -1.5746 1.8687 0.9582 -12.9207 7.0031 -3.1191
H -0.4031 1.8221 2.0797 0.0214 0.7006 1.3256
H -0.2475 2.2430 -0.5873 -1.0279 0.6679 -1.5293
H 1.4669 -0.0074 0.2299 0.5904 2.2985 -0.6488
H 2.3058 -2.1305 -0.4133 -2.9164 0.7271 2.1410
```
Forces are in eV/Å.

As for the gap between HOMO and LUMO: 8.43 eV. The HOMO energy comes out at -10.0 eV. The molar mass is 176.12 g mol⁻¹. The LUMO energy is -0.0587 Ha. Its energy above the lowest of the compared OMol25 structures with the same formula, charge and spin is 766.3 kJ/mol. The calculation puts the total energy at -18628.7986 eV.

Entry from the OMol25 dataset: a structure of composition C6H8O6Rb at a distorted geometry (wB97M-V/def2-TZVPD).

```
21
Properties=species:S:1:pos:R:3:forces:R:3
O -3.4838 1.5377 -0.3925 -1.1896 -0.5671 1.4999
C -3.6587 0.6594 0.4795 2.1785 -0.3566 -1.3522
O -4.5841 0.6370 1.3051 -0.3794 0.6076 -0.3970
O -2.7407 -0.3575 0.5711 -0.9008 0.0401 0.8392
C -1.6056 -0.2189 -0.2014 0.1008 0.9216 -0.8999
C -0.4173 -0.7667 0.3440 0.5326 -0.4273 0.1372
C 0.7342 -1.1120 -0.4767 -0.1856 0.1160 0.0556
C 2.0782 -1.1845 0.2035 1.4567 1.4412 0.1890
O 2.5459 0.2276 0.3817 -5.5577 -2.2196 -0.8648
C 3.7263 0.6072 0.3682 8.9686 3.1261 0.0130
O 4.4670 0.8017 1.3195 -2.3620 -0.6809 -3.4429
Rb -7.9610 3.5900 0.5595 -0.1275 0.0807 0.0144
H -1.2207 0.8618 -0.1417 0.0749 -0.2781 -0.1427
H -1.7585 -0.3645 -1.2826 0.0621 -0.0671 0.2268
H -0.3804 -0.9242 1.4300 -0.0131 -0.0332 -0.1881
H 0.7574 -0.5786 -1.4373 -0.0680 -0.1108 0.1424
H 0.4726 -2.1645 -0.7494 -0.1549 0.0444 0.0243
H 2.8155 -1.6786 -0.4340 -0.1926 -0.1256 0.1513
H 2.0465 -1.6244 1.2051 0.0127 -0.0412 -0.2398
O 4.4340 1.0511 -1.1868 -2.4503 -1.4830 3.8041
H 3.7331 1.0011 -1.8648 0.1946 0.0128 0.4303
```
Forces are in eV/Å.

As for the gap between HOMO and LUMO (spin up / spin down): 5.84 / 4.48 eV. The HOMO energy (spin up / spin down) comes out at -15.3 / -15.3 eV. Its charge is +2. The molar mass is 261.59 g mol⁻¹. As for the multiplicity: 2. The LUMO energy (spin up / spin down) is -0.3478 / -0.3979 Ha. Its energy above the lowest of the compared OMol25 structures with the same formula, charge and spin is 236.8 kJ/mol. The calculation puts the total energy at -19270.5695 eV.